No. 1
# C7H12

A 2-piece molecular cluster, C7H12 overall (ωB97M-V/def2-TZVPD, OMol25).

## Properties
E = -273.71703 Eh
SMILES = C[C@@H]1C#C[C@H](C)C1.[H][H]
Relative energy (zero: lowest compared OMol25 entry of this formula, charge and spin) = 502.84 kJ/mol
Gap between HOMO and LUMO (alpha / beta) = 8.736 / 8.729 eV

Structure (ORCA input):
```
! wB97M-V def2-TZVPD RIJCOSX def2/J DEFGRID3
* xyz 0 1
C -2.25 -0.27 -0.29
C -1.13 0.64 0.20
C -0.20 1.21 -0.86
C 0.98 0.97 -0.63
C 1.37 0.38 0.69
C 2.40 -0.74 0.65
C -0.08 -0.10 1.12
H -1.84 -1.13 -0.84
H -2.82 -0.65 0.56
H -2.94 0.26 -0.95
H -1.58 1.49 0.73
H 1.72 1.18 1.36
H 2.06 -1.55 0.00
H 2.58 -1.14 1.65
H 3.36 -0.37 0.26
H -0.27 0.04 2.19
H -0.15 -1.18 0.92
H -0.31 0.52 -3.14
H -0.88 0.45 -3.61
*
```

Atom charges from the Mulliken analysis, given in e for atoms 1 to 2:
1 C -1.57
2 C 0.88

=====

No. 2
# C7H12

One molecule with the formula C7H12 at a distorted geometry (ωB97M-V/def2-TZVPD, OMol25).

## Properties
E = -273.80233 Eh
SMILES = C=C(C)C(=C)CC
Relative energy (zero: lowest compared OMol25 entry of this formula, charge and spin) = 278.90 kJ/mol
Gap between HOMO and LUMO = 9.803 eV

Structure (ORCA input):
```
! wB97M-V def2-TZVPD RIJCOSX def2/J DEFGRID3
* xyz 0 1
C 0.16 2.35 -0.70
C -0.27 1.25 -0.05
C -0.48 1.25 1.47
C -0.26 -0.15 -0.75
C -0.72 -0.26 -1.95
C -0.04 -1.33 0.18
C 1.30 -2.02 0.32
H 0.01 2.79 -1.74
H 0.19 3.19 0.07
H 0.19 0.72 2.21
H -1.44 0.68 1.53
H -0.55 2.15 2.14
H -0.91 -1.26 -2.44
H -0.99 0.69 -2.48
H -0.34 -1.09 1.28
H -0.80 -2.03 -0.12
H 1.80 -2.12 -0.66
H 1.92 -1.66 1.16
H 1.22 -3.15 0.53
*
```

Atom charges from the Mulliken analysis, given in e for atoms 1 to 2:
1 C -0.85
2 C 0.59

=====

No. 3
# C7H12

C7H12 as an isolated structure at a distorted geometry (ωB97M-V/def2-TZVPD, OMol25).

## Properties
E = -273.72204 Eh
Relative energy (zero: lowest compared OMol25 entry of this formula, charge and spin) = 489.68 kJ/mol
Gap between HOMO and LUMO = 7.096 eV

Structure (ORCA input):
```
! wB97M-V def2-TZVPD RIJCOSX def2/J DEFGRID3
* xyz 0 1
C 2.44 0.53 0.64
C 1.22 1.40 0.26
C 0.13 0.42 -0.12
C -0.23 -0.68 0.64
C -0.91 -1.98 0.03
C -1.98 0.30 -1.53
C -1.25 0.65 -0.37
H 2.64 -0.09 -0.28
H 3.36 1.14 0.81
H 2.11 0.14 1.59
H 0.85 2.08 1.09
H 1.40 1.99 -0.68
H -0.39 -0.62 1.77
H -0.17 -2.75 -0.31
H -1.58 -2.46 0.76
H -1.49 -1.69 -0.79
H -1.53 -0.40 -2.13
H -2.94 0.70 -1.74
H -1.67 1.32 0.37
*
```

Atom charges from the Mulliken analysis, given in e for atoms 1 to 2:
1 C -1.07
2 C -0.35

=====

No. 4
# C7H12

One molecule with the formula C7H12 at a distorted geometry (ωB97M-V/def2-TZVPD, OMol25).

## Properties
E = -273.86295 Eh
SMILES = C=C(C)/C(C)=C/C
Relative energy (zero: lowest compared OMol25 entry of this formula, charge and spin) = 119.73 kJ/mol
Gap between HOMO and LUMO = 9.710 eV

Structure (ORCA input):
```
! wB97M-V def2-TZVPD RIJCOSX def2/J DEFGRID3
* xyz 0 1
C 2.19 -0.09 0.47
C 1.13 -0.55 -0.19
C 1.36 -1.28 -1.49
C -0.25 0.00 0.15
C -1.30 -1.08 0.08
C -0.42 1.28 0.46
C -1.73 1.91 0.84
H 2.09 0.59 1.31
H 3.25 -0.20 0.31
H 0.82 -2.21 -1.70
H 2.42 -1.49 -1.61
H 1.09 -0.65 -2.34
H -0.89 -2.09 0.16
H -2.01 -1.07 -0.74
H -1.93 -1.04 0.98
H 0.44 1.92 0.39
H -2.01 2.78 0.25
H -1.78 2.16 1.90
H -2.46 1.11 0.76
*
```

Atom charges from the Mulliken analysis, given in e for atoms 1 to 2:
1 C -1.10
2 C 0.38

=====

No. 5
# C7H12

An isolated ion of composition C7H12 and charge +1 at a distorted geometry (ωB97M-V/def2-TZVPD, OMol25).

## Properties
E = -273.57215 Eh
Relative energy (zero: lowest compared OMol25 entry of this formula, charge and spin) = 16.96 kJ/mol
⟨S²⟩ = 0.78
Gap between HOMO and LUMO (alpha / beta) = 9.205 / 8.269 eV

Structure (ORCA input):
```
! wB97M-V def2-TZVPD RIJCOSX def2/J DEFGRID3
* xyz 1 2
C -0.41 1.75 -1.50
C 0.21 1.29 -0.14
C -0.19 -0.10 0.23
C 0.75 -1.12 0.33
C 2.20 -0.94 0.36
C -2.11 -1.49 0.95
C -1.55 -0.30 0.59
H 0.35 1.62 -2.27
H -0.53 2.83 -1.48
H -1.30 1.18 -1.69
H -0.14 1.91 0.69
H 1.27 1.41 -0.19
H 0.44 -2.16 0.39
H 2.48 -0.03 0.90
H 2.63 -0.71 -0.62
H 2.74 -1.77 0.80
H -3.15 -1.58 1.21
H -1.53 -2.39 0.91
H -2.16 0.59 0.52
*
```

Atom charges from the Mulliken analysis, given in e for atoms 1 to 2:
1 C -1.10
2 C -0.67

=====

No. 6
# C7H12BBrCl2N4O3

A 2-piece molecular cluster, C7H12BBrCl2N4O3 overall at a distorted geometry (ωB97M-V/def2-TZVPD, OMol25).

## Properties
E = -4238.01570 Eh
SMILES = OB(O)Oc1nnc(CCCBr)nn1.ClCCCl
Gap between HOMO and LUMO = 8.706 eV

Structure (ORCA input):
```
! wB97M-V def2-TZVPD RIJCOSX def2/J DEFGRID3
* xyz 0 1
O -4.08 0.84 1.22
B -3.95 1.57 0.06
O -4.45 2.84 -0.02
O -3.31 1.02 -1.04
C -2.41 0.04 -0.75
N -2.79 -1.21 -0.98
N -1.92 -2.15 -0.69
C -0.73 -1.77 -0.20
C 0.23 -2.88 0.15
C 1.61 -2.42 0.59
C 1.61 -1.79 1.97
Br 3.12 -0.56 2.14
N -0.36 -0.51 -0.01
N -1.24 0.43 -0.30
H -3.80 1.38 1.96
H -5.03 2.93 -0.78
H -0.24 -3.48 0.92
H 0.31 -3.51 -0.74
H 2.10 -1.78 -0.13
H 2.23 -3.31 0.65
H 1.71 -2.53 2.76
H 0.74 -1.18 2.15
Cl 4.61 2.81 -0.96
C 2.88 2.90 -1.41
C 2.08 1.78 -0.80
Cl 2.51 0.19 -1.50
H 2.82 2.89 -2.49
H 2.50 3.85 -1.05
H 1.02 1.93 -0.99
H 2.24 1.71 0.27
*
```

Atom charges from the Mulliken analysis, given in e for atoms 1 to 2:
1 O -0.48
2 B 0.56

=====

Which of these has the highest E?
number 5